1.
{
  "formula": "C3H7NO2",
  "method": "wB97M-V/def2-TZVPD",
  "smiles": "OC1(O)CCN1",
  "orbital_gap_ev": 10.11,
  "elements": ["O", "C", "O", "C", "C", "N", "H", "H", "H", "H", "H", "H", "H"],
  "xyz": [[-0.71594, -1.17920, 1.24784], [-0.48533, -0.53508, 0.05629], [-1.30431, -1.09742, -0.90490], [-0.45278, 0.99176, 0.19804], [1.07996, 0.89930, -0.07347], [0.97322, -0.51789, -0.39749], [-1.04551, -2.06537, 1.05117], [-0.98924, -0.82805, -1.77518], [-0.73444, 1.33946, 1.18611], [-1.02024, 1.50768, -0.57111], [1.67246, 1.13672, 0.81383], [1.42143, 1.48884, -0.92753], [1.60071, -1.14076, 0.09640]],
  "nbo_charge": [-0.710, 0.647, -0.722, -0.468, -0.217, -0.677, 0.488, 0.489, 0.226, 0.213, 0.181, 0.181, 0.370]
}



2.
{
  "formula": "C3H7NO2",
  "method": "wB97M-V/def2-TZVPD",
  "smiles": "CCOC(N)=O",
  "orbital_gap_ev": 11.31,
  "elements": ["C", "C", "O", "C", "N", "O", "H", "H", "H", "H", "H", "H", "H"],
  "xyz": [[-1.75362, 0.17204, 0.26883], [-0.85594, -0.77904, -0.52133], [0.48649, -0.88092, 0.02730], [1.17722, 0.26427, -0.13211], [2.45998, 0.25560, 0.34084], [0.71598, 1.24713, -0.67737], [-1.75637, 1.17481, -0.16216], [-1.38996, 0.25111, 1.29608], [-2.78000, -0.20491, 0.30851], [-1.24179, -1.80061, -0.50040], [-0.77119, -0.44989, -1.55965], [2.86527, -0.43611, 0.94973], [2.84391, 1.18653, 0.36172]],
  "nbo_charge": [-0.644, -0.072, -0.514, 0.878, -0.842, -0.660, 0.233, 0.216, 0.211, 0.190, 0.198, 0.402, 0.404]
}



3.
{
  "formula": "C3H7NO2",
  "method": "wB97M-V/def2-TZVPD",
  "smiles": "C[C@@H](O)C(N)=O",
  "orbital_gap_ev": 10.80,
  "elements": ["C", "C", "O", "C", "N", "O", "H", "H", "H", "H", "H", "H", "H"],
  "xyz": [[1.02196, -0.93937, 1.04844], [0.58188, 0.29071, 0.11151], [1.20837, 0.69664, -1.09424], [-0.89744, 0.00054, -0.08088], [-1.41834, 0.17654, -1.39222], [-1.54376, -0.53975, 0.78551], [0.74085, -0.60319, 2.05478], [2.09100, -1.13773, 1.03207], [0.48616, -1.89659, 0.94176], [0.77037, 1.13066, 0.78284], [0.59127, 0.56281, -1.83610], [-1.76986, 1.12011, -1.53169], [-2.20336, -0.46428, -1.47402]],
  "nbo_charge": [-0.621, -0.007, -0.717, 0.665, -0.900, -0.558, 0.223, 0.217, 0.220, 0.198, 0.490, 0.394, 0.394]
}



4.
{
  "formula": "C3H7NO2",
  "method": "wB97M-V/def2-TZVPD",
  "smiles": "NC1[C@@H](O)[C@@H]1O",
  "orbital_gap_ev": 9.73,
  "elements": ["N", "C", "C", "O", "C", "O", "H", "H", "H", "H", "H", "H", "H"],
  "xyz": [[-1.12445, 0.89506, 0.60187], [0.33390, 0.57844, 0.23503], [0.45702, -0.89796, 0.47363], [-0.51172, -1.19304, 1.36711], [0.10055, -0.18361, -0.91970], [1.28136, -0.25314, -1.80874], [-1.32148, 1.43024, 1.45857], [-1.32737, 1.40054, -0.20350], [1.15706, 1.36384, 0.04247], [1.33393, -1.14155, 0.69664], [-1.05909, -0.44842, 1.34352], [-0.93446, -0.26947, -1.55109], [1.61475, -1.28092, -1.73579]],
  "nbo_charge": [-0.865, -0.158, 0.088, -0.696, 0.048, -0.735, 0.383, 0.382, 0.221, 0.176, 0.473, 0.205, 0.478]
}



5.
{
  "formula": "C3H7NO2",
  "method": "wB97M-V/def2-TZVPD",
  "smiles": "CCOC(N)=O",
  "orbital_gap_ev": 11.34,
  "elements": ["C", "C", "O", "C", "N", "O", "H", "H", "H", "H", "H", "H", "H"],
  "xyz": [[-2.01340, 0.37528, 0.17133], [-0.86519, -0.36093, -0.48444], [0.33786, 0.35409, -0.17148], [1.45206, -0.39346, -0.02478], [2.52473, 0.41283, 0.22943], [1.50164, -1.60097, -0.12414], [-2.07336, 1.40689, -0.18895], [-1.87319, 0.39609, 1.25607], [-2.96012, -0.12859, -0.04747], [-0.77298, -1.38733, -0.12186], [-0.97132, -0.39088, -1.57491], [3.35236, -0.04856, 0.56919], [2.36092, 1.36555, 0.51200]],
  "nbo_charge": [-0.624, -0.075, -0.530, 0.884, -0.838, -0.645, 0.211, 0.212, 0.216, 0.209, 0.179, 0.402, 0.399]
}



6.
{
  "formula": "C3H7NO2",
  "method": "wB97M-V/def2-TZVPD",
  "smiles": "C=CO.NC=O",
  "orbital_gap_ev": 9.95,
  "elements": ["C", "C", "O", "H", "H", "H", "H", "N", "C", "O", "H", "H", "H"],
  "xyz": [[2.79449, -0.07508, -2.24169], [2.24890, 0.11531, -1.04706], [1.42395, -0.71056, -0.35893], [3.24660, 0.74582, -2.76770], [2.75559, -1.11214, -2.56849], [2.26784, 1.06599, -0.51046], [1.52804, -1.63348, -0.65102], [-2.48072, -0.38148, 1.91231], [-2.96050, 0.87644, 1.63071], [-3.89243, 1.09508, 0.90418], [-2.82829, -1.08046, 1.27196], [-1.51543, -0.58415, 2.13640], [-2.58806, 1.67871, 2.28980]],
  "nbo_charge": [-0.542, 0.164, -0.686, 0.225, 0.191, 0.173, 0.475, -0.831, 0.526, -0.582, 0.386, 0.394, 0.108]
}



The E results, record by record, are as follows: -8808.88018, -8810.22722, -8809.04341, -8804.97520, -8810.37555, -8808.58071 eV.